ORCA calculation (wB97M-V/def2-TZVPD) on a 18-piece molecular cluster, C72H198N18O18 overall in a non-equilibrium geometry.

Cartesian coordinates (Å):
C -5.77614 -2.21090 -2.66035
C -4.40682 -1.92436 -3.24203
C -3.62889 -3.18904 -3.48022
O -3.40923 -3.78317 -2.17045
C -2.49761 -4.88376 -2.24937
N -4.67054 -1.41899 -4.59002
H -5.67396 -2.40386 -1.63978
H -6.25472 -3.02707 -3.18213
H -6.37628 -1.34749 -2.80655
H -3.85208 -1.18895 -2.59107
H -2.68165 -3.06937 -3.98891
H -4.24981 -3.86163 -4.08840
H -1.58910 -4.56643 -2.78504
H -2.97595 -5.80642 -2.55215
H -2.18747 -5.07476 -1.23993
H -3.75449 -1.05762 -4.94232
H -5.28982 -0.60777 -4.49970
C 5.35906 -0.92182 -0.20989
C 5.29912 -1.91248 -1.36265
C 3.97685 -2.67728 -1.35352
O 3.79831 -3.35932 -0.04538
C 2.89026 -4.43864 -0.15666
N 5.46710 -1.26750 -2.69969
H 4.49832 -0.20566 -0.30822
H 6.18799 -0.20831 -0.29710
H 5.26906 -1.41636 0.76639
H 6.07727 -2.67452 -1.17185
H 3.99296 -3.42348 -2.16269
H 3.18130 -1.96844 -1.52670
H 3.22550 -5.05295 -1.02103
H 1.85554 -4.07158 -0.34070
H 2.89629 -4.96559 0.76240
H 5.26503 -0.29454 -2.61260
H 6.44090 -1.37515 -2.90604
C -4.93399 -2.20239 2.28534
C -5.23676 -3.66193 1.96203
C -6.50431 -3.92915 1.11292
O -7.67896 -3.65702 1.85918
C -8.91379 -3.59133 1.15068
N -4.03330 -4.25888 1.38348
H -5.77415 -1.62235 2.60074
H -4.64247 -1.81310 1.28758
H -4.11246 -2.13465 3.01682
H -5.28432 -4.24203 2.88340
H -6.47859 -4.95871 0.80185
H -6.59077 -3.28007 0.21057
H -8.74222 -2.84372 0.31856
H -9.68253 -3.15714 1.76784
H -9.23877 -4.61152 0.76545
H -4.23226 -5.22178 1.09990
H -3.70105 -3.83496 0.53205
C 5.11204 3.31353 7.58990
C 3.85007 4.26644 7.41351
C 3.56019 4.58785 5.95367
O 4.71274 5.02189 5.27561
C 4.53025 5.26944 3.86621
N 2.62601 3.79889 8.05528
H 5.00095 2.34291 7.09245
H 5.28586 3.10052 8.64518
H 6.02840 3.80906 7.24736
H 4.06938 5.14574 8.00323
H 2.68499 5.36782 6.00073
H 3.18327 3.68954 5.41499
H 3.83043 6.09774 3.68377
H 4.24401 4.36000 3.29059
H 5.46520 5.54480 3.43916
H 2.12894 3.01002 7.67929
H 1.99916 4.57052 8.08059
C 0.30251 -3.63044 3.53269
C -0.82342 -4.02886 2.55681
C -0.45847 -4.66272 1.30434
O 0.15837 -5.92232 1.48169
C 0.09811 -6.70359 0.32984
N -1.77631 -4.85548 3.33313
H 0.80860 -2.75713 3.11712
H 0.98140 -4.49397 3.71335
H -0.14947 -3.29645 4.46052
H -1.36542 -3.12202 2.37173
H 0.14662 -4.03371 0.64908
H -1.40797 -4.81349 0.82920
H -0.96914 -6.71447 -0.11686
H 0.29272 -7.70636 0.68495
H 0.74608 -6.41251 -0.48921
H -1.31234 -5.71134 3.59201
H -2.51128 -5.18389 2.72700
C -1.48271 -5.37150 -6.64055
C -0.60225 -5.35901 -7.79705
C -0.96726 -6.29081 -8.86868
O -0.86214 -7.64587 -8.44711
C -1.35332 -8.55073 -9.35645
N -0.51328 -4.03122 -8.25507
H -2.50209 -5.05896 -6.94811
H -1.12434 -4.74583 -5.85571
H -1.58641 -6.37938 -6.18635
H 0.42664 -5.58593 -7.56699
H -0.40093 -6.09511 -9.78251
H -1.97073 -6.08229 -9.24404
H -1.42731 -9.57383 -8.96481
H -0.68797 -8.63633 -10.25984
H -2.39980 -8.31432 -9.70996
H -1.34615 -3.81932 -8.78308
H 0.32727 -3.92000 -8.78974
C 6.69914 -0.00564 3.00899
C 7.06546 1.47382 3.20550
C 7.03530 2.12464 1.86309
O 7.45165 3.44231 1.97748
C 7.75611 4.13321 0.82760
N 6.09097 2.10180 4.13904
H 7.57857 -0.51365 2.57473
H 5.86838 -0.17924 2.31347
H 6.29845 -0.55917 3.86902
H 8.07801 1.53474 3.61469
H 6.01478 2.17071 1.43516
H 7.70821 1.59919 1.18251
H 8.02132 5.12113 1.13047
H 6.89973 4.16808 0.17317
H 8.57956 3.75497 0.25966
H 6.27794 3.10422 4.18732
H 6.05232 1.65679 5.05272
C -1.15343 2.97993 -0.67906
C -0.73876 3.96419 0.37976
C -0.33717 3.23733 1.75367
O -0.24945 4.29662 2.70572
C 0.62309 4.06324 3.77095
N 0.37315 4.79523 -0.08288
H -1.21232 3.50827 -1.63713
H -2.09225 2.51120 -0.45885
H -0.37215 2.27852 -0.77210
H -1.60077 4.64425 0.55805
H 0.62240 2.77758 1.61661
H -1.03836 2.42668 1.93680
H 0.16789 3.30867 4.45583
H 0.63924 4.95355 4.38073
H 1.62262 3.79412 3.41808
H 1.13968 4.27914 -0.45644
H 0.72193 5.37561 0.70061
C -3.69735 1.81825 2.92701
C -4.24081 3.10608 3.48344
C -4.04425 3.14503 4.97035
O -4.82957 2.21210 5.63335
C -4.77028 2.35094 7.04240
N -3.54364 4.15465 2.76878
H -2.57123 1.77140 2.98912
H -4.00951 1.68216 1.86311
H -4.02450 0.90933 3.49585
H -5.30318 3.08322 3.28423
H -4.34548 4.17816 5.29342
H -2.95836 3.02464 5.20697
H -3.72714 2.11738 7.32023
H -5.46696 1.59674 7.43226
H -5.13024 3.30112 7.42171
H -2.52356 4.06771 2.90708
H -3.76521 5.09193 3.14187
C 7.01353 -3.93279 1.82641
C 6.65545 -4.40383 3.20209
C 5.18504 -4.00413 3.52036
O 4.93259 -2.66012 3.13864
C 3.55529 -2.42018 2.93600
N 6.74144 -5.86420 3.39241
H 6.42847 -4.52848 1.13187
H 8.08103 -4.12928 1.71120
H 6.82308 -2.88169 1.81420
H 7.28000 -3.94730 3.98518
H 4.94826 -4.20394 4.57926
H 4.52255 -4.66418 2.93970
H 3.22018 -2.91505 1.98805
H 3.38993 -1.38771 2.91838
H 2.99933 -2.79154 3.78805
H 6.51328 -6.03548 4.36296
H 5.96085 -6.20898 2.82132
C -1.78054 -0.82912 0.49772
C -0.60846 -0.83069 -0.40159
C 0.75085 -0.77407 0.23509
O 0.88344 0.40361 1.05528
C 2.23620 0.80906 1.31652
N -0.68469 -2.13500 -1.16738
H -1.78830 -1.69859 1.11136
H -2.72956 -0.81104 -0.04588
H -1.89400 -0.02742 1.21768
H -0.56571 -0.03796 -1.09050
H 1.50320 -0.70538 -0.53071
H 0.90307 -1.64426 0.91908
H 2.67732 1.33077 0.49289
H 2.85595 -0.08847 1.55702
H 2.18787 1.44251 2.20821
H -1.67398 -2.37019 -1.23129
H -0.43984 -2.01261 -2.16008
C 2.15993 6.92933 -4.99073
C 2.09842 6.21547 -3.62188
C 1.95707 7.16672 -2.40223
O 0.78467 7.93975 -2.64358
C 0.60195 8.79883 -1.54550
N 0.98153 5.31324 -3.56148
H 2.42076 6.18652 -5.78635
H 2.95319 7.65346 -5.11687
H 1.18574 7.39216 -5.12693
H 3.08017 5.68986 -3.44334
H 2.78662 7.87052 -2.24528
H 1.79961 6.56199 -1.45003
H 0.56075 8.17966 -0.64746
H -0.29710 9.42983 -1.62763
H 1.39833 9.53011 -1.55574
H 0.83692 4.94165 -2.63747
H 0.14935 5.79660 -3.87592
C -1.00299 -0.10887 -4.37868
C -0.28902 -0.81581 -5.54853
C 0.76963 -1.77704 -5.04190
O 0.19915 -2.75220 -4.13727
C 1.10475 -3.84065 -3.97056
N -1.30618 -1.55316 -6.31000
H -1.61100 -0.77220 -3.76074
H -1.59703 0.56042 -4.90205
H -0.32664 0.38142 -3.66601
H 0.18673 -0.08668 -6.18108
H 1.53941 -1.25734 -4.48615
H 1.28577 -2.30732 -5.87268
H 1.04605 -4.45943 -4.90789
H 0.69548 -4.37765 -3.13672
H 2.17194 -3.60203 -3.75597
H -1.67141 -2.24865 -5.71732
H -1.01884 -2.16000 -7.07750
C 3.09831 0.24851 5.19878
C 1.70846 0.82658 5.24140
C 0.62245 -0.23600 4.93870
O -0.62650 0.35971 5.20418
C -1.63709 -0.66389 5.24412
N 1.46406 1.33282 6.61069
H 3.36285 -0.11781 4.21034
H 3.13389 -0.61558 5.80489
H 3.83642 1.00281 5.48653
H 1.71777 1.62159 4.52049
H 0.83776 -1.19818 5.52339
H 0.63461 -0.49477 3.87579
H -1.40186 -1.49007 5.93280
H -1.64019 -0.99081 4.16751
H -2.61026 -0.24371 5.44238
H 0.48049 1.49590 6.77309
H 1.84141 0.64890 7.26717
C 2.51898 1.36023 -2.45867
C 3.35801 2.64514 -2.65463
C 4.02634 3.22601 -1.43077
O 3.08361 3.65293 -0.57154
C 3.60382 4.07288 0.73143
N 4.34792 2.35159 -3.70928
H 2.31954 1.00371 -3.46495
H 1.63134 1.45827 -1.90659
H 3.10334 0.57008 -1.95299
H 2.68773 3.44992 -2.99914
H 4.68227 4.01576 -1.79301
H 4.65543 2.42758 -1.01189
H 4.22344 3.27068 1.12743
H 2.72126 4.17083 1.38034
H 4.17902 5.01540 0.64776
H 4.92085 3.15396 -3.89529
H 3.92767 2.10818 -4.57731
C -2.39169 9.32356 2.10999
C -1.52775 8.11522 2.04192
C -0.08300 8.56191 2.15164
O 0.79181 7.44406 1.84640
C 2.12807 7.77929 2.10760
N -1.73785 7.16663 3.15128
H -3.42953 9.17734 1.76210
H -2.00142 10.00828 1.32902
H -2.44194 9.76691 3.12200
H -1.64657 7.61641 1.05811
H 0.07586 8.89051 3.20322
H 0.17490 9.30519 1.41207
H 2.81092 7.23254 1.45738
H 2.34437 7.62066 3.19514
H 2.36620 8.83290 1.86612
H -2.69046 6.83994 3.11957
H -1.18686 6.37385 2.86343
C -5.62254 -6.27624 -3.47421
C -5.56453 -6.54425 -4.95791
C -5.38878 -8.07887 -5.17172
O -4.31237 -8.58879 -4.46886
C -3.26299 -9.14133 -5.28118
N -6.73645 -5.99229 -5.59065
H -4.94451 -6.93623 -2.93514
H -6.60679 -6.57846 -3.09605
H -5.41443 -5.24800 -3.17706
H -4.62141 -6.15933 -5.37078
H -5.21428 -8.25410 -6.23200
H -6.32600 -8.58370 -5.00315
H -3.47630 -10.06545 -5.79705
H -2.42246 -9.41884 -4.60036
H -2.86342 -8.40176 -6.01811
H -6.85268 -6.17417 -6.60294
H -6.80107 -5.00027 -5.41284
C -6.92143 2.29182 -0.19552
C -5.55356 2.38731 -0.83128
C -5.62765 1.91676 -2.22753
O -4.36382 1.80064 -2.80355
C -4.28250 2.21295 -4.17157
N -5.02742 3.73628 -0.78549
H -7.49064 3.16740 -0.50456
H -6.80203 2.43705 0.86813
H -7.34324 1.34064 -0.46149
H -4.84954 1.76725 -0.29665
H -6.27034 2.56906 -2.83466
H -6.20670 0.97145 -2.24349
H -4.32330 3.26463 -4.28769
H -4.97980 1.64940 -4.78740
H -3.28814 1.95125 -4.44846
H -5.10312 4.20664 0.13212
H -4.08606 3.77188 -1.16413

Properties
Energy (Ha): -5201.5325
E_LUMO (eV): 0.5
Max |F| (eV/Å): 3.45
Frontier orbital gap (eV): 9.0
HOMO level (eV): -8.56